# 1
Entry from the OMol25 dataset: a 2-piece molecular cluster, C2H6O2S overall (the ωB97M-V functional and the def2-TZVPD basis).

Energy relative to the best compared isomer or geometry (same formula, charge and spin) in kJ/mol: 476.3
LUMO (alpha / beta) in eV: -1.970 / -0.974
Frontier orbital gap (alpha / beta) in eV: 9.071 / 8.619
Net charge: 0
Energy in eV: -17096.5843

```
11
Properties=species:S:1:pos:R:3:nbo_charge:R:1
H 0.283 1.265 1.225 0.2336
O 0.579 -0.027 -2.123 -0.8819
H -1.386 1.424 1.382 0.2392
H 1.286 -3.100 -1.164 -0.0356
H -1.552 -0.734 -0.054 0.2220
H -0.278 -0.988 1.097 0.2228
C -0.672 -0.337 0.254 -0.5358
O 1.994 0.059 -0.147 -0.8746
C -0.679 1.156 0.609 -0.6650
S 0.869 -0.566 -0.856 1.8321
H -0.443 1.847 -0.222 0.2432
```

# 2
Entry from the OMol25 dataset: a 2-piece molecular cluster, C2H6O2S2 overall (the ωB97M-V functional and the def2-TZVPD basis).

Energy relative to the best compared isomer or geometry (same formula, charge and spin) in kJ/mol: 34.4
LUMO in eV: 0.581
Frontier orbital gap in eV: 9.614
Net charge: 0
SMILES: O=CO.CSS
Energy in eV: -27936.5556

```
12
Properties=species:S:1:pos:R:3:nbo_charge:R:1
O -0.540 -2.077 0.094 -0.7078
C -1.375 1.705 -0.346 -0.7635
C -0.229 -2.101 1.393 0.6415
S -0.234 0.638 -1.233 0.0919
H -2.371 1.843 -0.766 0.2436
H 1.831 -0.166 -0.075 0.1322
H -0.538 -1.132 -0.165 0.4743
H -0.894 2.685 -0.378 0.2277
S 1.515 1.075 -0.430 -0.1010
H 0.160 -3.062 1.736 0.1160
O -0.360 -1.154 2.110 -0.5924
H -1.553 1.337 0.662 0.2374
```

# 3
Entry from the OMol25 dataset: a 2-piece molecular cluster, C2H6O2S2 overall (the ωB97M-V functional and the def2-TZVPD basis).

Energy relative to the best compared isomer or geometry (same formula, charge and spin) in kJ/mol: 167.0
LUMO in eV: 0.565
Frontier orbital gap in eV: 8.440
Net charge: 0
SMILES: O=CO.CSS
Energy in eV: -27935.1816

```
12
Properties=species:S:1:pos:R:3:nbo_charge:R:1
H -0.940 1.320 -2.868 0.2262
S 1.025 2.051 -1.758 0.1008
O -0.054 -3.715 2.685 -0.7382
C -0.077 1.937 -3.087 -0.7813
H -0.364 3.049 -3.112 0.2224
H 0.461 1.737 -3.974 0.2445
H 0.602 -4.253 3.270 0.4943
C 0.111 -2.335 2.979 0.6359
S -0.069 2.259 0.031 -0.1457
H -0.012 -2.145 4.101 0.1151
H -1.221 1.641 -0.403 0.1335
O 0.538 -1.545 2.135 -0.5075
```

# 4
Entry from the OMol25 dataset: C2H6O2Sn as an isolated structure (the ωB97M-V functional and the def2-TZVPD basis).

Energy relative to the best compared isomer or geometry (same formula, charge and spin) in kJ/mol: 153.3
LUMO in eV: -12.490
Frontier orbital gap in eV: 6.525
Net charge: +2
Energy in eV: -12076.4368

```
11
Properties=species:S:1:pos:R:3:nbo_charge:R:1
H 2.143 -5.429 6.277 0.2373
H 1.787 -4.088 2.790 0.5345
H 1.440 -4.078 5.710 0.1985
C 2.359 -4.643 5.553 -0.1185
O 2.648 -4.127 3.213 -0.7865
H 3.150 -3.406 6.749 0.5231
O 3.436 -3.794 5.919 -0.7824
Sn 4.930 -2.355 3.772 1.8684
H 1.682 -5.845 4.062 0.2450
C 2.535 -5.172 4.150 -0.1259
H 3.397 -5.836 4.077 0.2066
```

# 5
Entry from the OMol25 dataset: a 2-piece molecular cluster, C2H6O3P overall (the ωB97M-V functional and the def2-TZVPD basis).

Energy relative to the best compared isomer or geometry (same formula, charge and spin) in kJ/mol: 272.5
LUMO in eV: 4.094
Frontier orbital gap in eV: 8.471
Net charge: -1
Energy in eV: -17603.1491

```
12
Properties=species:S:1:pos:R:3:nbo_charge:R:1
H -0.861 1.259 -1.225 0.4865
O 0.080 1.141 -1.250 -0.7194
C 1.583 -0.425 0.032 -0.6660
O -2.264 0.639 1.015 -1.1727
C 0.271 0.405 -0.139 -0.1367
H 1.500 -1.201 0.858 0.2160
H 1.751 -1.084 -0.854 0.2142
H -1.220 -1.462 1.091 -0.2220
P -1.418 -0.280 0.206 1.9488
H 0.115 1.441 1.050 0.0192
H 2.390 0.250 0.382 0.2134
O -1.929 -0.683 -1.167 -1.1813
```

# 6
Entry from the OMol25 dataset: an isolated ion of composition C2H6O3P and charge -1 (the ωB97M-V functional and the def2-TZVPD basis).

Energy relative to the best compared isomer or geometry (same formula, charge and spin) in kJ/mol: 128.3
LUMO in eV: 4.129
Frontier orbital gap in eV: 8.391
Net charge: -1
SMILES: C[C@@H](O)[P@H](=O)[O-]
Energy in eV: -17604.6435

```
12
Properties=species:S:1:pos:R:3:nbo_charge:R:1
O 0.429 -0.477 -2.899 -1.1803
H 1.641 -1.036 -0.650 -0.2808
H -0.963 1.363 -2.002 0.4912
C 0.015 0.102 0.891 -0.6479
O -0.029 -2.553 -1.350 -1.1791
H -0.514 -0.538 1.668 0.2015
P 0.337 -1.151 -1.553 2.0177
H -1.674 -0.404 -0.521 0.1612
H -0.006 1.120 1.301 0.2112
H 1.053 -0.442 0.952 0.2235
C -0.632 0.072 -0.460 -0.2660
O -0.594 1.347 -1.062 -0.7521
```

# 7
Entry from the OMol25 dataset: an isolated ion of composition C2H6O3PS and charge -1 (the ωB97M-V functional and the def2-TZVPD basis).

Energy relative to the best compared isomer or geometry (same formula, charge and spin) in kJ/mol: 0.0
LUMO in eV: 3.794
Frontier orbital gap in eV: 7.917
Net charge: -1
SMILES: COP([O-])(=S)OC
Energy in eV: -28441.4317

```
13
Properties=species:S:1:pos:R:3:nbo_charge:R:1
H -1.656 -1.670 -1.210 0.1559
H 0.503 2.810 0.762 0.1754
H -0.791 -2.709 -0.214 0.1606
C -0.125 2.075 0.307 -0.2517
H -1.162 2.135 0.492 0.1699
H -1.314 -1.268 0.430 0.1757
O 1.448 -1.394 1.247 -1.1461
O 0.171 -1.072 -0.957 -0.8246
O 0.077 0.746 0.897 -0.8568
P 1.159 -0.354 0.215 2.0799
S 2.530 0.599 -0.841 -0.8102
C -0.952 -1.748 -0.432 -0.2346
H 0.112 1.851 -0.698 0.2064
```

# 8
Entry from the OMol25 dataset: one molecule with the formula C2H6O3S2 (the ωB97M-V functional and the def2-TZVPD basis).

Energy relative to the best compared isomer or geometry (same formula, charge and spin) in kJ/mol: 208.9
LUMO (alpha / beta) in eV: -0.913 / -0.913
Frontier orbital gap (alpha / beta) in eV: 8.308 / 8.309
Net charge: 0
Energy in eV: -29981.4268

```
13
Properties=species:S:1:pos:R:3:nbo_charge:R:1
S 1.336 0.304 -0.897 1.0773
C 1.900 1.180 0.616 -0.8387
H 1.893 0.481 1.508 0.2575
H 0.978 1.767 0.792 0.2674
H -0.874 -1.692 0.670 0.2505
O -1.289 1.247 0.543 -0.9295
H -1.509 -1.952 -0.911 0.2350
H -2.576 -1.398 0.154 0.2471
H 2.857 1.585 0.465 0.2402
S -1.046 0.333 -0.555 1.8397
O 1.497 -1.093 -0.437 -0.9519
O -1.599 0.634 -1.872 -0.9194
C -1.568 -1.395 -0.076 -0.7750
```

# 9
Entry from the OMol25 dataset: one molecule with the formula C2H6O3SSi (the ωB97M-V functional and the def2-TZVPD basis).

Energy relative to the best compared isomer or geometry (same formula, charge and spin) in kJ/mol: 0.0
LUMO in eV: 0.530
Frontier orbital gap in eV: 10.488
Net charge: 0
Energy in eV: -27028.2329

```
13
Properties=species:S:1:pos:R:3:nbo_charge:R:1
C 1.498 1.290 0.229 -1.1583
O -0.983 -2.486 -2.067 -0.8953
Si 0.132 0.007 -0.071 2.0269
O -0.458 -0.043 -1.671 -1.0290
H -1.283 -1.052 1.554 0.2575
H 1.171 2.333 -0.285 0.2652
C -1.360 -0.082 1.089 -1.1686
H -2.325 -0.025 0.498 0.2735
S 0.148 -1.579 -1.869 1.7053
H 1.576 1.448 1.327 0.2503
H 2.430 0.892 -0.216 0.2614
H -1.349 0.802 1.868 0.2477
O 0.803 -1.505 -0.387 -1.0369
```

# 10
Entry from the OMol25 dataset: a 2-piece molecular cluster, C2H6O3Si overall (the ωB97M-V functional and the def2-TZVPD basis).

Energy relative to the best compared isomer or geometry (same formula, charge and spin) in kJ/mol: 399.5
LUMO in eV: 0.283
Frontier orbital gap in eV: 9.471
Net charge: 0
SMILES: O[SiH3].OC#CO
Energy in eV: -16187.7834

```
12
Properties=species:S:1:pos:R:3:nbo_charge:R:1
H 0.045 3.406 -0.693 -0.1926
O -2.858 -4.067 0.002 -0.6509
H 2.106 1.757 -0.585 -0.2331
H -0.273 -1.455 1.951 0.5029
O -0.709 -1.226 1.151 -0.6641
Si 0.824 2.110 -0.210 1.2707
C -1.401 -2.155 0.648 0.1644
H 0.813 2.259 1.272 -0.2454
H -0.129 -0.083 -0.590 0.5403
H -3.696 -3.575 0.011 0.4939
O -0.076 0.887 -0.624 -1.1438
C -1.966 -3.134 0.303 0.1578
```

# 11
Entry from the OMol25 dataset: a 2-piece molecular cluster, C2H6OP2 overall (the ωB97M-V functional and the def2-TZVPD basis).

Energy relative to the best compared isomer or geometry (same formula, charge and spin) in kJ/mol: 274.6
LUMO (alpha / beta) in eV: -1.597 / -1.597
Frontier orbital gap (alpha / beta) in eV: 7.262 / 7.264
Net charge: 0
Energy in eV: -22791.9611

```
11
Properties=species:S:1:pos:R:3:nbo_charge:R:1
P 0.571 -0.847 -0.824 0.3473
H 2.708 -1.577 0.272 0.2318
H 1.767 -2.928 -0.370 0.2496
O -1.682 0.625 0.793 -0.6642
H 2.630 -2.053 -1.660 0.2522
H -2.030 2.168 -0.591 0.1434
C 2.083 -1.919 -0.647 -0.9807
H -3.202 1.822 0.663 0.1848
H -1.520 2.699 1.063 0.1195
C -2.122 1.846 0.423 -0.2300
P 0.798 0.163 0.878 0.3464
```

# 12
Entry from the OMol25 dataset: a 2-piece molecular cluster, C2H6OS overall (the ωB97M-V functional and the def2-TZVPD basis).

Energy relative to the best compared isomer or geometry (same formula, charge and spin) in kJ/mol: 97.5
LUMO in eV: 0.561
Frontier orbital gap in eV: 9.399
Net charge: 0
SMILES: C=CO.S
Energy in eV: -15052.4212

```
10
Properties=species:S:1:pos:R:3:nbo_charge:R:1
H 0.571 0.582 -2.788 0.2050
C 0.912 0.834 -1.769 -0.4965
S -1.861 -0.482 0.931 -0.2728
H -1.143 -1.033 1.920 0.1338
H 1.065 -1.162 -0.860 0.1876
H -2.950 -0.978 1.511 0.1376
H 1.129 1.889 -1.700 0.2048
H 2.067 -0.274 0.873 0.4706
C 1.229 -0.046 -0.793 0.1020
O 2.025 0.495 0.190 -0.6722
```

# 13
Entry from the OMol25 dataset: one molecule with the formula C2H6OS2 (the ωB97M-V functional and the def2-TZVPD basis).

Energy relative to the best compared isomer or geometry (same formula, charge and spin) in kJ/mol: 95.0
LUMO in eV: 0.701
Frontier orbital gap in eV: 9.746
Net charge: 0
Energy in eV: -25887.7117

```
11
Properties=species:S:1:pos:R:3:nbo_charge:R:1
S -0.168 0.144 -1.007 1.2196
O 0.806 -0.431 -1.926 -0.9659
S -1.915 -1.221 1.097 -0.0290
H -2.438 -1.260 -0.139 0.1228
H -0.029 2.188 0.263 0.2299
C 0.714 1.519 -0.153 -0.8240
H 0.146 -2.124 0.178 0.2295
C -0.191 -1.175 0.572 -0.6776
H 0.401 -0.807 1.399 0.2214
H 1.306 2.023 -0.909 0.2464
H 1.369 1.146 0.625 0.2269
```

# 14
Entry from the OMol25 dataset: a 2-piece molecular cluster, C2H6OS2 overall (the ωB97M-V functional and the def2-TZVPD basis).

Energy relative to the best compared isomer or geometry (same formula, charge and spin) in kJ/mol: 218.2
LUMO in eV: -0.136
Frontier orbital gap in eV: 8.558
Net charge: 0
SMILES: C=O.CSS
Energy in eV: -25886.4348

```
11
Properties=species:S:1:pos:R:3:nbo_charge:R:1
S -3.511 0.447 -0.982 0.0521
H 5.580 0.243 -0.456 0.1043
H -5.580 0.875 0.452 0.2440
H 7.126 -0.369 -0.423 0.1150
H -1.017 -0.289 -0.732 0.1608
C 6.086 -0.835 -0.536 0.2453
O 5.686 -1.878 -0.011 -0.4646
S -1.545 0.890 -0.123 -0.1761
C -4.509 0.422 0.602 -0.7407
H -3.993 1.123 1.267 0.2270
H -4.323 -0.629 0.941 0.2331
```

# 15
Entry from the OMol25 dataset: a 2-piece molecular cluster, C2H6OS2 overall (the ωB97M-V functional and the def2-TZVPD basis).

Energy relative to the best compared isomer or geometry (same formula, charge and spin) in kJ/mol: 9.1
LUMO in eV: 0.494
Frontier orbital gap in eV: 9.805
Net charge: 0
SMILES: CC=O.SS
Energy in eV: -25888.6024

```
11
Properties=species:S:1:pos:R:3:nbo_charge:R:1
H -2.042 0.810 0.914 0.1049
O -0.189 0.129 0.593 -0.5231
H 1.843 -2.105 0.361 0.1382
H 1.821 -3.907 -2.059 0.1259
H -1.159 2.689 -0.677 0.2344
S 1.361 -3.356 0.363 -0.1356
S 0.693 -3.332 -1.630 -0.1275
H -1.037 3.106 1.032 0.2262
C -1.015 1.003 0.602 0.4445
C -0.674 2.437 0.263 -0.7199
H 0.398 2.526 0.239 0.2321
```

# 16
Entry from the OMol25 dataset: a 2-piece molecular cluster, C2H6OS2 overall (the ωB97M-V functional and the def2-TZVPD basis).

Energy relative to the best compared isomer or geometry (same formula, charge and spin) in kJ/mol: 612.0
LUMO in eV: -2.453
Frontier orbital gap in eV: 6.489
Net charge: 0
Energy in eV: -25882.3539

```
11
Properties=species:S:1:pos:R:3:nbo_charge:R:1
C -1.071 -1.500 -0.620 -0.2431
S -1.448 1.475 1.038 -0.5148
H -1.252 -0.516 -0.892 0.1989
S 0.372 0.784 0.944 1.4571
H -1.316 -1.681 0.350 0.1973
H 1.823 -0.180 -0.739 0.2462
H 1.084 1.524 -1.212 0.2418
O 0.720 -0.256 1.825 -0.9568
H -0.982 -2.085 -1.475 0.1850
H 1.151 1.880 1.442 0.0082
C 0.917 0.555 -0.661 -0.8198
```

# 17
Entry from the OMol25 dataset: a 2-piece molecular cluster, C2H6OS2 overall (the ωB97M-V functional and the def2-TZVPD basis).

Energy relative to the best compared isomer or geometry (same formula, charge and spin) in kJ/mol: 82.3
LUMO in eV: -0.278
Frontier orbital gap in eV: 8.713
Net charge: 0
SMILES: CC=O.SS
Energy in eV: -25887.8438

```
11
Properties=species:S:1:pos:R:3:nbo_charge:R:1
O -1.584 0.257 1.255 -0.5230
H -0.010 -0.980 0.723 0.1236
H -0.831 -1.646 -1.266 0.2246
C -1.379 -0.727 -0.955 -0.7432
H 0.370 1.598 0.637 0.1554
H -0.815 -0.044 -1.633 0.2536
H 3.712 0.776 0.295 0.1621
H -2.437 -0.663 -1.268 0.2470
S 2.459 0.135 0.314 -0.1931
S 1.518 1.832 1.404 -0.1281
C -1.003 -0.540 0.495 0.4211
```

# 18
Entry from the OMol25 dataset: a 2-piece molecular cluster, C2H6OS2 overall (the ωB97M-V functional and the def2-TZVPD basis).

Energy relative to the best compared isomer or geometry (same formula, charge and spin) in kJ/mol: 32.0
LUMO in eV: 0.376
Frontier orbital gap in eV: 9.667
Net charge: 0
SMILES: CC=O.SS
Energy in eV: -25888.3648

```
11
Properties=species:S:1:pos:R:3:nbo_charge:R:1
H -0.514 0.294 -1.302 0.2530
S -0.252 -2.908 1.025 -0.1111
H -1.012 -0.386 1.646 0.1364
H 0.209 -2.838 -0.267 0.1329
H 0.215 1.837 -1.581 0.2402
O -0.253 2.171 0.813 -0.5280
C 0.388 1.246 0.392 0.4333
H 1.101 0.670 1.043 0.1090
S -1.458 -1.317 0.773 -0.1445
C 0.363 0.888 -1.058 -0.7444
H 1.214 0.342 -1.483 0.2232
```

# 19
Entry from the OMol25 dataset: a 2-piece molecular cluster, C2H6OS2 overall (the ωB97M-V functional and the def2-TZVPD basis).

Energy relative to the best compared isomer or geometry (same formula, charge and spin) in kJ/mol: 0.0
Multiplicity: 3
LUMO (alpha / beta) in eV: 0.757 / -2.267
Frontier orbital gap (alpha / beta) in eV: 9.542 / 6.918
Net charge: 0
Energy in eV: -25886.3019

```
11
Properties=species:S:1:pos:R:3:mulliken_spin:R:1
H 0.040 -0.143 -1.121 0.0138
C -1.559 -0.240 0.345 0.0453
S 0.192 1.872 0.107 1.0070
H -2.261 -0.893 -0.170 -0.0021
C -0.705 0.515 -0.661 -0.0449
O 4.048 -0.716 0.143 0.4203
H 1.954 -0.687 0.992 -0.0137
H -2.124 0.456 0.960 -0.0098
H -0.935 -0.844 0.999 0.0001
S 2.668 -0.279 -0.144 0.5799
H -1.318 0.956 -1.449 0.0039
```

# 20
Entry from the OMol25 dataset: a 2-piece molecular cluster, C2H6OS2 overall (the ωB97M-V functional and the def2-TZVPD basis).

Energy relative to the best compared isomer or geometry (same formula, charge and spin) in kJ/mol: 59.1
Multiplicity: 2
LUMO (alpha / beta) in eV: -5.463 / -9.082
Frontier orbital gap (alpha / beta) in eV: 7.831 / 4.210
Net charge: +1
Energy in eV: -25879.3533

```
11
Properties=species:S:1:pos:R:3:mulliken_spin:R:1
H -3.050 0.062 0.172 0.0001
S 3.559 0.845 -1.187 0.4774
O -0.747 -1.488 0.216 0.0005
H -2.153 -0.128 1.724 0.0006
H -2.171 1.430 0.790 0.0000
H -0.243 0.399 -0.342 0.0001
H 2.434 -1.461 -0.372 0.0051
C -2.165 0.344 0.746 -0.0028
H 2.542 0.730 -2.080 0.0046
C -0.994 -0.322 0.061 0.0011
S 2.988 -0.411 0.272 0.5131
```